(1)
ORCA calculation (the ωB97M-V functional and the def2-TZVPD basis) on C18H28N8O5PPtS as an isolated structure.

As for the total energy: -2375.58033 hartree. As for the energy above the lowest of the compared OMol25 structures with the same formula, charge and spin: 31.8 kJ/mol. The calculation puts the HOMO energy (alpha / beta) at -10.301 / -10.345 eV. Its largest force on an atom is 0.020 Eh/bohr. As for the charge: +1. For the HOMO-LUMO gap (alpha / beta), the calculation gives 7.837 / 5.862 eV. The multiplicity is 3.

Positions of all 62 atoms, in Å:
Pt 0.383 1.027 0.371
N 7.209 -3.964 1.325
C 6.179 -3.119 1.033
C 6.304 -1.741 1.253
C 5.265 -0.890 0.949
C 4.093 -1.401 0.401
C 3.949 -2.772 0.176
C 4.985 -3.620 0.487
S 2.792 -0.338 0.057
O 3.131 1.010 0.510
O 2.380 -0.483 -1.317
N 1.453 -0.786 0.919
C 1.472 -0.478 2.292
N 2.305 -1.019 3.159
C 2.186 -0.582 4.410
C 1.259 0.380 4.799
C 0.442 0.891 3.817
N 0.536 0.444 2.563
H 8.030 -3.628 1.791
H 7.090 -4.957 1.257
H 7.226 -1.346 1.661
H 5.356 0.173 1.127
H 3.035 -3.167 -0.249
H 4.887 -4.684 0.305
H 2.866 -1.014 5.135
H 1.181 0.714 5.823
H -0.311 1.645 4.016
C -0.276 4.344 1.664
O -0.595 4.210 0.274
P 0.033 3.097 -0.651
O -0.870 3.172 -1.941
C -2.212 2.661 -1.991
O 1.378 3.734 -1.142
C 2.226 3.085 -2.121
H -1.084 4.916 2.107
H 0.666 4.879 1.773
H -0.215 3.368 2.144
H -2.605 2.946 -2.961
H -2.814 3.108 -1.200
H -2.209 1.576 -1.902
H 3.186 3.585 -2.063
H 1.787 3.222 -3.107
H 2.343 2.027 -1.892
C -6.572 0.791 0.113
C -6.108 -0.659 0.022
C -5.584 -0.994 -1.372
C -5.094 -1.022 1.100
N -3.832 -0.270 0.985
C -2.716 -0.596 0.348
N -1.880 0.407 0.431
N -2.513 1.365 1.171
N -3.679 0.961 1.501
H -7.398 0.959 -0.578
H -5.771 1.484 -0.155
H -6.913 1.049 1.116
H -6.965 -1.307 0.233
H -4.762 -0.328 -1.652
H -6.365 -0.866 -2.121
H -5.230 -2.026 -1.443
H -4.821 -2.075 1.028
H -5.471 -0.829 2.101
H -2.552 -1.526 -0.171



(2)
ORCA calculation (the ωB97M-V functional and the def2-TZVPD basis) on C23H22Cl2MoN6O3 as an isolated structure.

As for the total energy: -2432.03322 hartree. The calculation puts the HOMO energy (alpha / beta) at -13.287 / -13.288 eV. Its largest force on an atom is 0.020 Eh/bohr. As for the charge: +2. For the HOMO-LUMO gap (alpha / beta), the calculation gives 6.025 / 5.874 eV. The multiplicity is 3.

Positions of all 57 atoms, in Å:
Mo 13.174 5.676 9.838
Cl 8.274 10.529 9.866
C 9.805 9.752 9.963
C 9.864 8.356 9.980
C 11.100 7.706 10.025
N 11.344 6.322 9.776
C 10.353 5.351 9.636
O 9.241 5.458 10.085
C 10.830 4.123 8.924
C 9.978 3.084 8.568
C 10.492 1.961 7.918
C 11.849 1.915 7.634
C 12.649 2.959 8.087
N 12.169 4.053 8.700
C 12.285 8.450 10.153
C 12.231 9.832 10.126
C 11.006 10.507 10.003
Cl 10.990 12.223 9.985
N 13.452 7.624 10.101
C 14.754 8.106 10.102
O 15.182 9.098 10.619
C 15.651 7.187 9.310
C 16.960 7.527 9.025
C 17.716 6.714 8.196
C 17.102 5.607 7.645
C 15.784 5.311 7.973
N 15.052 6.087 8.800
H 8.940 7.807 9.887
H 8.940 3.175 8.807
H 9.830 1.144 7.635
H 12.302 1.068 7.130
H 13.723 2.945 7.912
H 13.132 10.431 10.182
H 17.371 8.429 9.469
H 18.746 6.945 7.957
H 17.613 4.931 6.985
H 15.320 4.411 7.612
C 13.034 3.883 14.859
N 12.799 4.249 13.458
C 11.558 4.992 13.190
C 13.556 3.887 12.432
O 13.209 4.313 11.232
N 14.659 3.130 12.461
C 15.135 2.272 13.550
C 15.364 2.966 11.194
H 12.571 4.639 15.498
H 14.086 3.885 15.102
H 12.577 2.911 15.090
H 10.931 4.975 14.081
H 11.017 4.547 12.380
H 11.774 6.022 12.944
H 14.356 2.033 14.252
H 15.970 2.710 14.079
H 15.463 1.330 13.125
H 15.745 3.901 10.836
H 14.695 2.532 10.451
H 16.217 2.309 11.344



(3)
ORCA calculation (the ωB97M-V functional and the def2-TZVPD basis) on C3H3N5 in the gas phase.

As for the total energy: -389.67374 hartree. As for the energy above the lowest of the compared OMol25 structures with the same formula, charge and spin: 511.8 kJ/mol. The calculation puts the HOMO energy at -9.446 eV. Its largest force on an atom is 0.123 Eh/bohr. As for the charge: 0. For the HOMO-LUMO gap, the calculation gives 8.308 eV. As for the SMILES: [H]/N=c1\cnncnn1.

Positions of all 11 atoms, in Å:
H -2.484 -0.386 -2.003
N -2.148 0.101 -1.023
C -0.879 0.017 -0.605
C 0.352 0.041 -1.285
N 1.495 -0.004 -0.588
N 1.458 -0.769 0.378
C 0.639 -0.685 1.365
N -0.041 0.491 1.550
N -0.656 0.939 0.485
H 0.488 0.374 -2.457
H 0.575 -1.533 1.998



(4)
ORCA calculation (the ωB97M-V functional and the def2-TZVPD basis) on C20H20N4O3S in the gas phase.

As for the total energy: -1616.99790 hartree. As for the energy above the lowest of the compared OMol25 structures with the same formula, charge and spin: 349.6 kJ/mol. The calculation puts the HOMO energy at -8.212 eV. Its largest force on an atom is 0.052 Eh/bohr. As for the charge: 0. For the HOMO-LUMO gap, the calculation gives 8.146 eV. As for the SMILES: COc1cc(CCc2nnc(-c3ccc4nc[nH]c4c3)s2)cc(OC)c1OC.

Positions of all 48 atoms, in Å:
C 0.852 -3.321 -3.771
O 1.903 -2.318 -3.866
C 1.896 -1.452 -2.795
C 1.599 -0.125 -3.098
C 1.680 0.895 -2.142
C 1.338 2.316 -2.482
C -0.200 2.586 -2.348
C -0.752 2.274 -0.968
N -1.416 1.150 -0.743
N -1.663 0.966 0.593
C -1.260 1.969 1.351
C -1.452 2.038 2.840
C -2.143 1.002 3.474
C -2.403 0.992 4.858
C -2.025 2.084 5.661
N -2.160 2.360 7.036
C -1.609 3.531 7.217
N -1.073 4.029 6.011
C -1.298 3.109 5.027
C -1.022 3.094 3.652
S -0.451 3.252 0.484
C 2.012 0.540 -0.833
C 2.318 -0.796 -0.471
O 2.554 -1.187 0.816
C 1.978 -0.434 1.872
C 2.333 -1.790 -1.474
O 2.792 -3.042 -1.213
C 4.245 -3.137 -1.270
H 1.102 -4.230 -4.339
H 0.669 -3.590 -2.712
H -0.087 -2.889 -4.178
H 1.318 0.184 -4.104
H 1.689 2.528 -3.473
H 1.876 3.004 -1.809
H -0.758 1.933 -3.026
H -0.354 3.677 -2.555
H -2.517 0.110 2.955
H -2.905 0.187 5.357
H -1.607 3.998 8.181
H -0.500 4.879 5.993
H -0.535 3.955 3.193
H 2.114 1.303 -0.071
H 0.945 -0.249 1.613
H 2.492 0.547 2.044
H 2.063 -1.022 2.807
H 4.540 -4.125 -0.868
H 4.747 -2.376 -0.679
H 4.538 -3.009 -2.347



(5)
ORCA calculation (the ωB97M-V functional and the def2-TZVPD basis) on C33H32F4N5O2Ti as an isolated structure.

As for the total energy: -2950.10478 hartree. As for the energy above the lowest of the compared OMol25 structures with the same formula, charge and spin: 0.0 kJ/mol. The calculation puts the HOMO energy (alpha / beta) at -2.472 / -5.412 eV. Its largest force on an atom is 0.019 Eh/bohr. As for the charge: -1. For the HOMO-LUMO gap (alpha / beta), the calculation gives 4.982 / 7.920 eV. The multiplicity is 3.

Positions of all 77 atoms, in Å:
Ti 0.000 0.042 0.200
C 1.076 3.244 -2.450
C 2.336 2.751 -1.801
C 3.564 2.959 -2.421
C 4.743 2.532 -1.835
C 4.697 1.904 -0.602
C 3.487 1.687 0.047
C 3.467 1.035 1.398
C 2.293 2.096 -0.565
N 1.062 1.823 0.108
C 0.508 2.900 0.758
O 0.823 4.083 0.607
C -0.502 2.458 1.768
C -1.069 3.263 2.724
C -1.825 2.675 3.747
C -1.864 1.280 3.831
C -1.272 0.520 2.850
N -0.703 1.116 1.769
C -0.992 -0.940 2.878
O -1.349 -1.693 3.788
N -0.229 -1.295 1.801
C 0.452 -2.539 1.898
C 1.642 -2.587 2.641
C 2.023 -1.442 3.533
C 2.430 -3.731 2.588
C 2.034 -4.837 1.852
C 0.810 -4.816 1.205
C 0.001 -3.683 1.235
C -1.367 -3.718 0.615
H 0.587 3.989 -1.820
H 0.371 2.427 -2.601
H 1.291 3.683 -3.426
H 3.585 3.465 -3.379
H 5.692 2.697 -2.331
H 5.612 1.581 -0.118
H 4.468 1.034 1.832
H 3.138 -0.005 1.340
H 2.791 1.545 2.085
H -0.873 4.327 2.689
H -2.281 3.285 4.516
H -2.305 0.770 4.679
H 1.890 -0.474 3.049
H 3.060 -1.531 3.863
H 1.377 -1.441 4.415
H 3.364 -3.753 3.139
H 2.664 -5.717 1.807
H 0.460 -5.695 0.674
H -2.090 -3.222 1.264
H -1.383 -3.212 -0.348
H -1.685 -4.750 0.462
C -2.025 1.512 -1.769
N -2.185 0.591 -0.640
C -3.168 1.170 0.287
C -2.702 -0.708 -1.092
C -1.731 -1.362 -2.041
N -0.401 -1.209 -1.476
C 0.560 -2.065 -1.916
C 1.814 -1.994 -1.269
F 1.929 -0.996 -0.331
C 2.880 -2.819 -1.503
F 4.006 -2.653 -0.799
C 2.786 -3.815 -2.464
C 1.590 -3.894 -3.146
F 1.448 -4.832 -4.106
C 0.512 -3.056 -2.908
F -0.585 -3.223 -3.689
H -2.972 1.616 -2.318
H -1.261 1.142 -2.447
H -1.721 2.488 -1.390
H -4.118 1.329 -0.241
H -2.810 2.119 0.675
H -3.332 0.494 1.124
H -3.695 -0.588 -1.550
H -2.811 -1.328 -0.198
H -1.807 -0.940 -3.051
H -2.037 -2.410 -2.131
H 3.600 -4.492 -2.669



(6)
ORCA calculation (the ωB97M-V functional and the def2-TZVPD basis) on an isolated ion of composition C6H9N2O3S and charge +1.

As for the total energy: -967.00279 hartree. As for the energy above the lowest of the compared OMol25 structures with the same formula, charge and spin: 116.3 kJ/mol. The calculation puts the HOMO energy at -13.049 eV. Its largest force on an atom is 0.110 Eh/bohr. As for the charge: +1. For the HOMO-LUMO gap, the calculation gives 5.669 eV.

Positions of all 21 atoms, in Å:
C -2.713 1.090 -0.228
C -3.466 -0.168 -0.089
C -0.372 0.158 0.247
C 0.939 0.772 -0.289
C -0.238 0.096 1.761
C 1.255 0.484 -1.761
N -5.822 -0.423 -0.032
N -4.725 -0.250 -0.140
O -3.216 2.126 -0.437
O 1.001 2.878 1.120
O -1.266 1.190 -0.157
S 0.609 2.573 -0.214
H -2.993 -1.136 -0.280
H -0.799 -0.806 -0.071
H 1.868 0.715 0.281
H -1.094 -0.218 2.394
H -0.064 1.062 2.360
H 0.611 -0.480 2.229
H 2.073 1.160 -1.958
H 0.246 0.719 -2.349
H 1.397 -0.519 -2.045



Repeat the sixth record exactly.
ORCA calculation (the ωB97M-V functional and the def2-TZVPD basis) on an isolated ion of composition C6H9N2O3S and charge +1.

As for the total energy: -967.00279 hartree. As for the energy above the lowest of the compared OMol25 structures with the same formula, charge and spin: 116.3 kJ/mol. The calculation puts the HOMO energy at -13.049 eV. Its largest force on an atom is 0.110 Eh/bohr. As for the charge: +1. For the HOMO-LUMO gap, the calculation gives 5.669 eV.

Positions of all 21 atoms, in Å:
C -2.713 1.090 -0.228
C -3.466 -0.168 -0.089
C -0.372 0.158 0.247
C 0.939 0.772 -0.289
C -0.238 0.096 1.761
C 1.255 0.484 -1.761
N -5.822 -0.423 -0.032
N -4.725 -0.250 -0.140
O -3.216 2.126 -0.437
O 1.001 2.878 1.120
O -1.266 1.190 -0.157
S 0.609 2.573 -0.214
H -2.993 -1.136 -0.280
H -0.799 -0.806 -0.071
H 1.868 0.715 0.281
H -1.094 -0.218 2.394
H -0.064 1.062 2.360
H 0.611 -0.480 2.229
H 2.073 1.160 -1.958
H 0.246 0.719 -2.349
H 1.397 -0.519 -2.045



Q: What is the charge in the fifth record?
A: -1